# 1
Below is a cluster of 2 separate species, C2BrFNO4 in total in a non-equilibrium geometry, with properties calculated with wB97M-V/def2-TZVPD.

Summary:
* orbital gap: 7.31 eV
* E: -3105.75167 Eh
* total charge: -1
* energy above the lowest of the compared OMol25 structures with the same formula, charge and spin: 16.3 kcal per mole
* LUMO: 3.2 eV

Atoms and positions in Å:
1 C 1.858 -0.755 -0.047
2 C -1.944 0.596 -0.036
3 N -0.699 0.201 0.104
4 O 1.822 -0.812 1.086
5 O -0.462 -1.046 0.029
6 O 2.057 -0.730 -1.162
7 O 0.281 1.008 0.079
8 F -2.502 2.000 0.302
9 Br -3.362 -0.616 -0.074

---

# 2
Below is a structure of composition H10O5 in a non-equilibrium geometry, with properties calculated with wB97M-V/def2-TZVPD.

Summary:
* orbital gap: 8.93 eV
* E: -382.05236 Eh
* total charge: 0
* energy above the lowest of the compared OMol25 structures with the same formula, charge and spin: 107.8 kcal per mole
* LUMO: 0.4 eV

Atoms and positions in Å:
1 H 0.489 1.173 1.694
2 H 1.346 0.027 0.977
3 H -2.379 -0.906 -2.011
4 H -0.880 -1.095 -2.430
5 H -0.222 1.675 -2.694
6 H -0.816 1.559 -1.332
7 H -0.686 -1.379 3.310
8 H -1.187 -2.773 3.771
9 H 3.478 0.301 -0.563
10 H 3.287 1.863 -0.253
11 O 0.505 0.265 1.453
12 O -1.552 -0.440 -2.092
13 O -0.706 1.062 -2.126
14 O -1.413 -2.020 3.307
15 O 2.862 1.077 -0.601

---

# 3
Below is a structure of composition C23H60BFNbO11 in a non-equilibrium geometry, with properties calculated with wB97M-V/def2-TZVPD.

Summary:
* orbital gap: 6.78 eV
* E: -1921.48247 Eh
* total charge: -1
* LUMO: 2.1 eV

Atoms and positions in Å:
1 C 1.444 -0.182 -1.133
2 C 2.431 -1.175 -1.766
3 C 1.978 -1.604 -3.158
4 C 0.878 -2.660 -3.105
5 C -0.007 -2.686 -4.360
6 Nb -2.129 -1.926 -4.133
7 O -3.919 -1.039 -3.741
8 B -3.966 0.194 -3.231
9 O -4.506 1.225 -3.984
10 O -3.572 0.506 -1.922
11 C -2.372 -3.845 -2.890
12 C -2.619 -3.567 -1.420
13 F -3.489 -4.601 -3.361
14 H 1.938 0.740 -0.842
15 H 0.999 -0.593 -0.234
16 H 0.636 0.035 -1.823
17 H 2.468 -2.075 -1.155
18 H 3.430 -0.748 -1.809
19 H 1.599 -0.746 -3.710
20 H 2.825 -2.025 -3.700
21 H 0.284 -2.464 -2.214
22 H 1.348 -3.631 -2.938
23 H -0.162 -3.726 -4.649
24 H 0.497 -2.192 -5.185
25 H -2.624 -2.797 -5.687
26 H -1.469 -0.551 -5.178
27 H -1.432 -1.001 -2.683
28 H -4.802 1.902 -3.380
29 H -2.704 0.907 -1.939
30 H -1.517 -4.515 -2.962
31 H -1.959 -2.777 -1.076
32 H -2.434 -4.451 -0.809
33 H -3.643 -3.236 -1.275
34 C 3.381 2.664 3.488
35 O 2.099 2.529 4.068
36 C 1.040 2.479 3.122
37 C 0.542 1.068 2.931
38 O 1.513 0.259 2.299
39 C 2.187 -0.630 3.167
40 H 4.111 2.531 4.285
41 H 3.553 1.911 2.715
42 H 3.513 3.661 3.052
43 H 1.357 2.901 2.164
44 H 0.223 3.097 3.511
45 H -0.338 1.091 2.280
46 H 0.245 0.638 3.895
47 H 1.512 -1.410 3.534
48 H 2.623 -0.109 4.025
49 H 2.981 -1.098 2.588
50 C -5.684 5.086 2.559
51 O -5.210 4.129 3.485
52 C -4.583 3.011 2.875
53 C -3.079 3.100 2.951
54 O -2.578 4.175 2.172
55 C -2.201 5.297 2.940
56 H -6.021 5.949 3.132
57 H -4.899 5.399 1.866
58 H -6.530 4.693 1.984
59 H -4.890 2.921 1.829
60 H -4.914 2.112 3.404
61 H -2.652 2.174 2.554
62 H -2.761 3.206 3.994
63 H -1.304 5.080 3.534
64 H -3.003 5.616 3.612
65 H -1.971 6.107 2.251
66 C 1.921 0.924 7.244
67 O 1.280 -0.304 6.956
68 C 0.594 -0.872 8.054
69 C -0.896 -0.651 7.944
70 O -1.234 0.721 8.057
71 C -1.503 1.346 6.816
72 H 2.257 1.341 6.296
73 H 1.237 1.633 7.719
74 H 2.789 0.771 7.897
75 H 0.962 -0.452 8.996
76 H 0.795 -1.949 8.059
77 H -1.402 -1.188 8.753
78 H -1.254 -1.055 6.991
79 H -2.432 0.964 6.376
80 H -0.685 1.200 6.106
81 H -1.619 2.410 7.011
82 C 3.159 -2.658 -9.683
83 O 4.386 -2.392 -9.030
84 C 4.326 -1.282 -8.149
85 C 4.184 -1.710 -6.708
86 O 2.940 -2.329 -6.472
87 C 2.997 -3.734 -6.346
88 H 3.279 -3.597 -10.222
89 H 2.337 -2.755 -8.972
90 H 2.917 -1.867 -10.402
91 H 3.488 -0.630 -8.415
92 H 5.253 -0.712 -8.268
93 H 4.241 -0.821 -6.069
94 H 5.009 -2.378 -6.436
95 H 3.511 -4.024 -5.422
96 H 3.503 -4.196 -7.200
97 H 1.969 -4.089 -6.295